(1)
74
Properties=species:S:1:pos:R:3 method="wB97M-V/def2-TZVPD" largest_force_ha_per_bohr=0.0139 energy_ha=-4500.43003 homo_lumo_gap_ev=5.76 total_charge=-2 lumo_energy_ha=0.1568
Ni 0.658 0.296 -0.849
C 1.579 3.110 1.193
Si 0.252 2.073 0.320
C -0.862 1.444 1.723
C -0.872 3.359 -0.560
C -1.030 4.608 0.063
C -1.934 5.560 -0.379
C -2.730 5.275 -1.478
C -2.575 4.059 -2.122
C -1.652 3.087 -1.702
Si -1.711 1.534 -2.814
C -1.421 2.310 -4.538
C -3.499 0.927 -2.822
H 1.138 3.820 1.896
H 2.197 3.658 0.476
H 2.247 2.446 1.746
H -1.086 2.219 2.465
H -0.408 0.584 2.222
H -1.803 1.098 1.289
H -0.429 4.841 0.934
H -2.025 6.511 0.136
H -3.462 5.994 -1.833
H -3.203 3.853 -2.983
H -2.006 3.214 -4.718
H -1.667 1.583 -5.319
H -0.364 2.570 -4.647
H -4.074 1.303 -3.673
H -4.015 1.206 -1.901
H -3.478 -0.164 -2.874
C -4.002 -2.470 0.074
C -2.857 -2.640 1.068
C -2.754 -4.099 1.507
C -3.069 -1.736 2.279
O -1.704 -2.179 0.363
P -0.182 -2.687 0.488
O -0.048 -4.152 0.264
O 0.648 -1.731 -0.299
O 0.035 -2.368 2.086
C 1.207 -2.782 2.796
C 1.032 -4.236 3.228
C 2.476 -2.620 1.962
C 1.266 -1.865 4.012
H -4.959 -2.722 0.539
H -3.841 -3.118 -0.788
H -4.030 -1.439 -0.278
H -3.706 -4.402 1.953
H -1.959 -4.227 2.240
H -2.523 -4.739 0.657
H -3.974 -2.030 2.820
H -3.169 -0.699 1.956
H -2.209 -1.803 2.944
H 0.873 -4.854 2.344
H 0.160 -4.327 3.882
H 1.915 -4.584 3.772
H 2.470 -3.302 1.112
H 3.346 -2.840 2.588
H 2.558 -1.605 1.574
H 0.336 -1.939 4.580
H 1.394 -0.830 3.692
H 2.101 -2.140 4.661
N 3.487 0.769 -0.055
C 2.404 0.599 -0.584
H 4.347 0.729 -0.602
O -0.647 0.248 -2.965
O -1.121 0.247 -1.521
Te 2.570 0.314 -3.167
C 4.649 0.136 -2.891
C 5.570 1.124 -2.644
C 6.892 0.639 -2.417
C 6.962 -0.720 -2.480
S 5.423 -1.398 -2.808
H 5.295 2.170 -2.637
H 7.744 1.274 -2.213
H 7.832 -1.344 -2.343


(2)
78
Properties=species:S:1:pos:R:3 method="wB97M-V/def2-TZVPD" largest_force_ha_per_bohr=0.2349 energy_ha=-2831.18165 homo_lumo_gap_ev=2.61 lumo_energy_ha=-0.1541
C -2.926 2.349 1.131
C -2.954 1.216 0.263
N -3.026 0.035 -0.677
C -4.299 -0.772 -0.804
O -4.616 -1.824 0.175
C -4.916 -1.264 1.512
N -4.790 -0.594 2.640
C -3.924 -1.698 -2.146
C -2.252 -1.765 -2.135
C -1.527 -3.210 -2.406
O -1.157 -3.259 -3.830
C 0.171 -2.676 -4.083
C 0.114 -1.214 -4.880
C -1.919 -1.005 -0.683
C -0.367 -0.531 -0.396
C -0.030 -1.043 1.160
C 1.323 -0.359 1.789
C 1.199 -0.338 3.452
C -0.007 0.623 4.007
C 0.529 1.919 4.897
C -0.689 2.818 5.533
C -1.404 3.856 4.485
C -0.380 4.587 3.431
H -2.469 3.260 1.754
H -2.937 0.476 -1.642
H -5.188 -0.111 -1.180
H -4.238 -2.800 -1.878
H -4.445 -1.385 -3.163
H -2.013 -1.080 -3.065
H -0.618 -3.304 -1.660
H -2.236 -4.131 -2.192
H 0.817 -2.519 -3.119
H 0.733 -3.417 -4.819
H 1.213 -0.948 -5.233
H -0.591 -1.241 -5.830
H -0.209 -0.327 -4.154
H -2.009 -1.934 0.061
H 0.383 -1.075 -1.148
H -0.254 0.639 -0.417
H 0.013 -2.227 1.094
H -0.998 -0.804 1.815
H 2.214 -1.115 1.559
H 1.522 0.698 1.329
H 1.003 -1.457 3.819
H 2.247 -0.041 3.941
H -0.669 0.997 3.099
H -0.678 -0.016 4.757
H 1.335 2.564 4.301
H 1.135 1.458 5.817
H -0.385 3.397 6.529
H -1.530 2.047 5.872
H -2.290 3.318 3.937
H -1.894 4.724 5.134
H -0.023 3.789 2.621
H -0.883 5.525 2.899
H 0.584 4.937 4.032
N 1.526 -4.948 -2.011
O 1.853 -4.422 -0.934
O 2.219 -4.767 -3.026
O 0.506 -5.654 -2.073
Al -3.866 2.857 4.636
F 2.087 2.234 1.955
O 2.482 1.413 -5.560
C 3.356 0.957 -4.842
O 3.375 -0.325 -4.373
C 4.477 -0.481 -3.479
C 5.444 0.614 -3.847
C 4.530 1.721 -4.309
H 4.110 -0.384 -2.452
H 4.918 -1.474 -3.606
H 6.100 0.904 -3.021
H 6.076 0.287 -4.681
H 4.200 2.350 -3.478
H 4.996 2.324 -5.092
F -0.248 6.183 1.559
F 2.080 -3.970 1.203
F 2.891 -3.230 2.994
K -1.911 4.067 7.132


Please write out number 2 again, unchanged.
78
Properties=species:S:1:pos:R:3 method="wB97M-V/def2-TZVPD" largest_force_ha_per_bohr=0.2349 energy_ha=-2831.18165 homo_lumo_gap_ev=2.61 lumo_energy_ha=-0.1541
C -2.926 2.349 1.131
C -2.954 1.216 0.263
N -3.026 0.035 -0.677
C -4.299 -0.772 -0.804
O -4.616 -1.824 0.175
C -4.916 -1.264 1.512
N -4.790 -0.594 2.640
C -3.924 -1.698 -2.146
C -2.252 -1.765 -2.135
C -1.527 -3.210 -2.406
O -1.157 -3.259 -3.830
C 0.171 -2.676 -4.083
C 0.114 -1.214 -4.880
C -1.919 -1.005 -0.683
C -0.367 -0.531 -0.396
C -0.030 -1.043 1.160
C 1.323 -0.359 1.789
C 1.199 -0.338 3.452
C -0.007 0.623 4.007
C 0.529 1.919 4.897
C -0.689 2.818 5.533
C -1.404 3.856 4.485
C -0.380 4.587 3.431
H -2.469 3.260 1.754
H -2.937 0.476 -1.642
H -5.188 -0.111 -1.180
H -4.238 -2.800 -1.878
H -4.445 -1.385 -3.163
H -2.013 -1.080 -3.065
H -0.618 -3.304 -1.660
H -2.236 -4.131 -2.192
H 0.817 -2.519 -3.119
H 0.733 -3.417 -4.819
H 1.213 -0.948 -5.233
H -0.591 -1.241 -5.830
H -0.209 -0.327 -4.154
H -2.009 -1.934 0.061
H 0.383 -1.075 -1.148
H -0.254 0.639 -0.417
H 0.013 -2.227 1.094
H -0.998 -0.804 1.815
H 2.214 -1.115 1.559
H 1.522 0.698 1.329
H 1.003 -1.457 3.819
H 2.247 -0.041 3.941
H -0.669 0.997 3.099
H -0.678 -0.016 4.757
H 1.335 2.564 4.301
H 1.135 1.458 5.817
H -0.385 3.397 6.529
H -1.530 2.047 5.872
H -2.290 3.318 3.937
H -1.894 4.724 5.134
H -0.023 3.789 2.621
H -0.883 5.525 2.899
H 0.584 4.937 4.032
N 1.526 -4.948 -2.011
O 1.853 -4.422 -0.934
O 2.219 -4.767 -3.026
O 0.506 -5.654 -2.073
Al -3.866 2.857 4.636
F 2.087 2.234 1.955
O 2.482 1.413 -5.560
C 3.356 0.957 -4.842
O 3.375 -0.325 -4.373
C 4.477 -0.481 -3.479
C 5.444 0.614 -3.847
C 4.530 1.721 -4.309
H 4.110 -0.384 -2.452
H 4.918 -1.474 -3.606
H 6.100 0.904 -3.021
H 6.076 0.287 -4.681
H 4.200 2.350 -3.478
H 4.996 2.324 -5.092
F -0.248 6.183 1.559
F 2.080 -3.970 1.203
F 2.891 -3.230 2.994
K -1.911 4.067 7.132